Model A:
Formula: C4H4INO2
Source: OMol25
Level of theory: ωB97M-V with the def2-TZVPD basis set

Results
* orbital gap: 8.096 eV
* HOMO energy: -8.3 eV

Element x y z (Å)
C -0.28 1.33 0.27
C -0.34 2.28 -1.86
C 0.74 -0.91 0.12
C -0.09 -2.06 0.69
N 0.34 0.26 0.25
O -1.45 2.15 -2.10
O 0.81 2.50 -1.90
I -0.52 2.38 2.01
H 1.71 -0.95 -0.22
H 0.20 -3.09 0.25
H -1.22 -1.91 0.63
H 0.10 -1.99 1.85

Atomic partial charges in e from the Mulliken method, atoms 1 to 8: C -0.24; C 0.80; C -0.19; C -0.87; N -0.03; O -0.39; O -0.44; I 0.08



Model B:
Formula: C4H4INO2
Source: OMol25
Level of theory: ωB97M-V with the def2-TZVPD basis set

Results
* orbital gap: 9.608 eV
* HOMO energy: -9.1 eV

Element x y z (Å)
C 0.61 -2.88 -0.13
C 0.57 -0.20 -2.30
C -1.05 2.12 1.51
C -0.47 0.95 1.16
N -0.08 -1.98 -0.37
O -0.11 0.72 -2.28
O 1.26 -1.10 -2.37
I 1.64 0.77 0.81
H 1.26 -3.58 0.08
H -2.09 2.10 1.45
H -0.63 3.07 1.56
H -0.90 0.02 0.88

Atomic partial charges in e from the Mulliken method, atoms 1 to 8: C 0.07; C 0.72; C -0.63; C -0.35; N -0.43; O -0.37; O -0.34; I -0.04



Which of them is most stable? Easy: model B.



Model A:
Formula: C7H14Si
Source: OMol25
Level of theory: ωB97M-V with the def2-TZVPD basis set

Results
* orbital gap (spin up / spin down): 7.583 / 6.946 eV
* HOMO energy (spin up / spin down): -7.2 / -6.5 eV

Element x y z (Å)
C 0.06 -2.22 2.37
C -0.76 -1.13 2.40
C 1.27 -1.37 2.04
C 0.28 -0.21 2.08
C -0.89 2.49 -0.99
C -1.39 -0.52 -1.80
C 1.55 0.61 -1.75
Si -0.19 0.72 -1.00
H -0.06 -3.27 2.51
H -1.81 -0.99 2.58
H 2.05 -1.35 2.80
H 1.72 -1.57 1.06
H 0.44 0.81 2.37
H -1.89 2.51 -0.59
H -0.27 3.16 -0.41
H -0.93 2.89 -2.01
H -1.76 -0.14 -2.76
H -0.90 -1.47 -1.99
H -2.25 -0.71 -1.17
H 2.29 1.11 -1.14
H 1.86 -0.43 -1.86
H 1.57 1.06 -2.75

Atomic partial charges in e from the Mulliken method, atoms 1 to 8: C -0.40; C -0.52; C -0.32; C -0.54; C -0.99; C -0.99; C -1.00; Si 0.17



Model B:
Formula: C7H14Si
Source: OMol25
Level of theory: ωB97M-V with the def2-TZVPD basis set

Results
* orbital gap: 9.888 eV
* HOMO energy: -8.9 eV

Element x y z (Å)
C 0.29 2.32 0.27
C -0.56 1.35 1.21
C 0.46 1.69 -1.14
C 0.10 0.02 1.13
C -1.67 -0.90 -0.40
C 1.47 0.86 -1.43
C -0.33 -0.97 0.37
Si 0.49 -2.68 0.47
H -0.28 3.34 0.10
H 1.19 2.46 0.78
H -0.71 1.70 2.28
H -1.63 1.52 0.92
H -0.32 1.92 -1.93
H 0.85 -0.19 1.84
H -1.57 -1.43 -1.37
H -1.71 0.14 -0.44
H -2.54 -1.07 0.17
H 1.61 0.28 -2.32
H 2.32 0.85 -0.78
H -0.61 -3.60 0.44
H 1.17 -2.77 1.78
H 1.49 -2.65 -0.52

Atomic partial charges in e from the Mulliken method, atoms 1 to 8: C -0.54; C -0.89; C -0.02; C -0.82; C -1.08; C -0.81; C 0.71; Si 0.38



Which of them is most stable? Easy: model B.



Model A:
Formula: C7H16
Source: OMol25
Level of theory: ωB97M-V with the def2-TZVPD basis set

Results
* orbital gap: 10.975 eV
* HOMO energy: -10.1 eV

Element x y z (Å)
C 2.46 -0.30 -0.38
C 3.53 0.18 0.21
C -1.14 -0.03 0.06
C -0.40 -1.06 -0.63
C -0.14 1.20 0.39
C -1.76 -0.71 1.27
C -2.32 0.64 -0.89
H 1.45 -0.10 0.00
H 2.49 -0.90 -1.30
H 3.49 0.77 1.11
H 4.55 -0.03 -0.14
H -0.07 -0.67 -1.49
H 0.58 -1.36 -0.01
H -1.20 -1.76 -0.82
H -0.57 2.36 0.56
H 0.55 1.01 1.28
H 0.55 1.34 -0.56
H -2.01 0.12 2.10
H -0.76 -1.48 1.57
H -2.73 -1.27 0.95
H -3.30 -0.03 -1.09
H -2.56 1.75 -0.38
H -1.86 0.70 -1.95

Atomic partial charges in e from the Mulliken method, atoms 1 to 8: C 0.57; C -0.61; C 1.85; C -2.13; C -1.42; C -1.19; C -1.21; H -0.92



Model B:
Formula: C7H16
Source: OMol25
Level of theory: ωB97M-V with the def2-TZVPD basis set

Results
* orbital gap: 11.876 eV
* HOMO energy: -10.7 eV

Element x y z (Å)
C -1.67 0.62 1.73
C -0.87 -0.61 1.32
C 0.45 -0.32 0.58
C 1.11 -1.63 0.16
C 0.27 0.68 -0.59
C -0.75 0.24 -1.64
C 1.61 1.03 -1.26
H -1.05 1.35 2.25
H -2.50 0.35 2.39
H -2.11 1.13 0.85
H -0.62 -1.19 2.22
H -1.49 -1.28 0.71
H 1.12 0.18 1.30
H 1.18 -2.31 1.01
H 0.52 -2.14 -0.61
H 2.12 -1.48 -0.23
H -0.10 1.61 -0.13
H -1.14 1.12 -2.17
H -0.30 -0.42 -2.39
H -1.61 -0.29 -1.21
H 1.48 1.83 -1.99
H 2.35 1.36 -0.52
H 2.02 0.16 -1.79

Atomic partial charges in e from the Mulliken method, atoms 1 to 8: C -1.31; C -0.74; C 0.49; C -1.64; C 0.62; C -1.50; C -1.71; H 0.30



Which of them is most stable? Easy: model B.